Entry from the Open Molecules 2025 dataset: 2 unconnected molecules or ions with the total composition C7H10N2 (ωB97M-V/def2-TZVPD).

The geometry in XYZ format:
```
19
Properties=species:S:1:pos:R:3:mulliken_charge:R:1
H 2.00779 -0.81436 -2.94264 0.287
H -0.67085 2.57368 -0.32380 0.362
N -3.31393 0.84134 0.74752 -0.581
C -2.76103 2.03907 0.36187 -0.504
C 2.26640 -0.64147 1.69125 -1.198
N -1.18053 0.54233 0.21102 0.166
C -2.33341 -0.04182 0.64515 -0.163
C -1.43483 1.87813 0.02354 -0.198
H -3.34633 2.95847 0.34714 0.354
C 1.91781 -0.87787 0.28934 0.357
H 1.28190 -2.39053 -2.49758 0.289
H -2.40211 -1.10614 0.87011 0.345
C 1.62804 -1.07404 -0.87636 0.373
H 3.20026 -0.05866 1.76086 0.287
H 0.27539 -0.90855 -2.49629 0.280
C 1.27958 -1.30951 -2.27846 -1.196
H 2.41000 -1.60022 2.21735 0.290
H 1.46271 -0.07985 2.19649 0.280
H -0.28692 0.06992 0.05344 0.170
```

- structure (SMILES) = c1c[nH]cn1.CC#CC
- E_LUMO (eV) = 0.70
- gap between HOMO and LUMO (eV) = 9.3351
- net charge = 0


Entry from the Open Molecules 2025 dataset: C7H10N2 in the gas phase (ωB97M-V/def2-TZVPD).

The geometry in XYZ format:
```
19
Properties=species:S:1:pos:R:3:mulliken_charge:R:1
H -2.09421 -1.12121 -0.42006 0.400
N 1.13391 -1.14516 0.14774 0.795
C -1.46698 0.89619 0.07982 -0.858
C -0.19698 -0.26865 -1.52454 -0.664
H 1.78714 0.72141 -1.00267 0.416
C 0.19595 0.07779 1.53882 -0.847
H -2.13637 1.23728 0.90491 0.347
H -0.71965 0.26953 -2.48058 0.269
H 0.39112 -0.97512 -2.03957 0.370
C -0.00934 1.20333 0.38529 -0.369
C 0.69971 0.70743 -0.81133 -0.597
H -1.81248 1.34928 -0.76034 0.382
C -1.11365 -0.57817 -0.37746 -0.089
H 1.16810 0.24359 2.01749 0.379
H 2.38123 -2.50066 0.53641 0.221
C -0.10227 -1.15737 0.69446 -0.020
H -0.52128 0.41624 2.34799 0.429
H 0.15363 2.18887 0.69773 0.613
N 2.26244 -1.56460 0.06588 -1.178
```

- E_LUMO (spin up / spin down) (eV) = 0.72 / -0.67
- 2S+1 = 3
- gap between HOMO and LUMO (spin up / spin down) (eV) = 6.6136 / 8.4303
- net charge = 0


Entry from the Open Molecules 2025 dataset: 3 unconnected molecules or ions with the total composition C7H10N2O (ωB97M-V/def2-TZVPD).

The geometry in XYZ format:
```
20
Properties=species:S:1:pos:R:3:mulliken_charge:R:1
N -2.53442 -0.06828 -1.47747 -0.498
H 2.94846 1.91571 -0.46822 0.227
H 3.95673 -0.84752 2.33660 0.264
C -3.16693 -0.95248 -0.75956 -0.028
H -2.48779 2.24389 1.01195 0.214
N 3.42541 -1.09918 0.74825 -0.710
H 4.19164 -2.05849 0.67218 0.354
H 3.38881 1.24818 1.46170 0.191
C -2.74681 1.18663 0.55322 -0.196
H -3.67779 0.21452 2.33735 0.389
C 3.82689 -0.12111 -0.01095 0.592
O 4.51186 -0.47162 -1.01064 -0.593
H 4.59869 1.86876 0.19378 0.261
C -3.29748 0.09713 1.33325 -0.300
H -3.59941 -1.83473 -1.38046 0.263
H -3.86223 -1.99525 1.25107 0.224
C -3.51654 -1.06106 0.56967 -0.214
C 3.65533 1.36598 0.28570 -0.586
H -1.72580 1.76911 -1.24386 0.357
C -2.43165 1.05508 -0.80173 -0.210
```

- E_LUMO (eV) = -1.22
- gap between HOMO and LUMO (eV) = 8.2223
- net charge = 0


Entry from the Open Molecules 2025 dataset: a molecular structure, C7H10N2O11P2V (ωB97M-V/def2-TZVPD).

The geometry in XYZ format:
```
33
Properties=species:S:1:pos:R:3:mulliken_charge:R:1
H -2.89954 1.41921 -3.22460 0.435
O 0.99236 1.95743 0.89691 -0.163
O -0.42305 1.46509 -1.21176 -0.463
O 0.19629 -0.14868 2.22920 -0.563
H -4.29946 2.19430 -2.46203 0.425
O -1.68729 2.22443 0.84101 -0.670
C 2.15919 -0.97114 1.38731 0.148
P -2.18084 -0.52630 -1.00213 0.812
O 4.10215 -1.59753 3.47221 -0.441
P -1.62449 2.36698 -0.83472 -0.093
H 4.73863 -0.60434 -0.58782 0.372
C -3.67822 1.30011 -2.47000 -1.576
H -3.66871 1.20424 0.77264 0.376
H -4.31287 0.45080 -2.73146 0.375
O 1.08313 -1.91846 3.31986 -0.435
C 4.47301 -1.55466 2.34428 0.630
H 5.91168 -1.81817 1.05246 0.298
H -1.23238 2.92503 1.32696 0.408
N 1.65336 -0.42110 0.27674 0.191
N 2.66616 -0.23765 -0.57769 -0.031
O -4.04775 1.18704 -0.11082 -0.580
O -3.32340 -1.61904 -1.06373 -0.541
H -3.77864 -1.86959 -0.24827 0.354
H 2.50930 0.18997 -1.47739 0.221
O 5.73200 -1.84855 1.99605 -0.451
C 1.09730 -1.09135 2.47334 0.545
O -1.36976 -0.83762 -2.31390 -0.485
V 0.13051 0.73439 0.63871 0.656
C 3.81397 -0.66383 -0.03610 -0.300
O -1.33177 -0.62061 0.22428 -0.301
H -1.87426 -1.23414 -3.03971 0.349
C 3.54111 -1.13928 1.24212 0.381
C -3.06772 1.10303 -1.10195 1.115
```

- E_LUMO (eV) = -6.56
- gap between HOMO and LUMO (eV) = 5.4663
- net charge = +1


Entry from the Open Molecules 2025 dataset: C7H10N2O2 in the gas phase (ωB97M-V/def2-TZVPD).

The geometry in XYZ format:
```
21
Properties=species:S:1:pos:R:3:mulliken_charge:R:1
N 0.11355 -0.67503 -0.64829 0.218
H -2.93360 1.83478 -0.53304 0.193
C 0.39559 -0.42010 0.60837 0.120
H 0.66485 -1.51926 -2.37265 0.362
H -1.77308 2.16318 1.51699 0.345
H 2.05171 -1.44858 1.61988 0.246
C 2.26896 -1.41242 -0.51482 -0.550
C 1.86345 -0.67713 0.82495 -0.291
O -2.92618 0.39702 -2.21253 -0.597
H -0.33558 2.28841 0.40476 0.291
O -1.09773 -0.51256 -1.38666 -0.286
C -0.61593 0.39694 1.44096 -1.005
H 3.19846 -1.02996 -1.00788 0.246
C -2.07779 0.43307 -1.36416 0.551
H 2.60588 -2.44130 -0.42297 0.243
H -1.57748 -0.12047 1.94114 0.239
N -2.08570 1.37855 -0.40347 -0.159
C -1.13830 1.70131 0.71983 -0.456
C 1.12647 -1.16493 -1.42694 -0.552
H -0.04567 0.59222 2.26359 0.468
H 2.31812 0.23628 0.95295 0.373
```

- E_LUMO (spin up / spin down) (eV) = 0.65 / 0.65
- gap between HOMO and LUMO (spin up / spin down) (eV) = 6.9143 / 6.9174
- net charge = 0


Entry from the Open Molecules 2025 dataset: 2 unconnected molecules or ions with the total composition C7H10N2O3 (ωB97M-V/def2-TZVPD).

The geometry in XYZ format:
```
22
Properties=species:S:1:pos:R:3:mulliken_charge:R:1
O -0.84758 1.26978 0.33772 -0.528
C 1.29915 -0.24538 2.23769 0.092
H 0.87618 1.74352 1.55214 0.391
C 0.20743 -0.98197 2.69171 0.332
C 1.35361 1.28363 2.37651 -1.168
H -0.65344 -1.99075 -0.37968 0.290
N -0.72646 -1.49921 3.10418 -0.525
C 2.19357 -0.79624 1.45789 0.467
H -0.44429 0.55991 0.74508 0.205
H 0.84990 1.52715 3.24065 0.331
H 2.44849 1.59117 2.39083 0.372
H 0.07685 -2.38065 -3.15007 0.319
O -0.05771 -1.18631 -0.49512 -0.484
C -0.83954 -0.68858 -2.91422 -0.454
H -1.90583 -0.38417 -2.93950 0.262
H -0.24472 -0.12619 -3.65773 0.275
C -0.58455 -0.23764 -1.47210 0.525
H 3.75215 -1.26524 0.24118 0.239
O -0.85811 -2.08397 -3.14690 -0.507
N 3.28223 -1.07877 1.05808 -0.417
C -0.78352 0.98596 -0.98322 -0.480
H -0.93086 1.84548 -1.55160 0.462
```

- structure (SMILES) = CC(=C=N)C#N.O/C=C(\O)CO
- E_LUMO (eV) = 0.33
- gap between HOMO and LUMO (eV) = 8.9650
- net charge = 0


Energy relative to the best compared isomer or geometry (same formula, charge and spin) (eV)
1.894 3.496 6.774 1.261 5.749 4.731